(1)
56
Properties=species:S:1:pos:R:3:lowdin_spin:R:1 method="wB97M-V/def2-TZVPD" total_charge=-1 molar_mass_g_mol=445.4 s2=0.78 multiplicity=2 orbital_gap_ev="3.575 / 7.054"
Cl -0.2385 -0.3870 -4.2408 0.000
Cl 1.7184 -0.5174 -1.3914 0.002
O -0.5852 0.9665 2.8965 0.196
O 0.1090 -4.0050 5.4340 0.189
N 2.1145 3.6532 -3.2803 0.000
N -0.9872 -4.8929 1.2437 0.000
C 0.6145 5.4416 -5.9456 0.000
C -3.1129 -0.0945 6.0397 0.018
C 0.3636 5.2269 -4.4575 0.000
C -0.9557 -2.9320 -1.6563 0.000
C 0.7827 -2.4153 3.7003 0.075
C 1.3768 4.3249 -3.8786 0.000
C 1.7402 -3.3161 3.1901 -0.001
C 1.6135 -0.7387 2.0729 0.024
C 0.9777 0.8287 -2.1761 0.000
C -1.2006 -0.6129 4.6741 0.041
C -2.0555 -2.2968 6.3230 0.008
C -2.3851 -2.5226 -1.9803 0.000
C -1.1366 -1.8891 5.3413 0.041
C 0.6977 -1.0859 3.0974 0.066
C 2.6887 -2.9576 2.1729 0.055
C -2.1461 0.2774 5.1217 0.007
C -0.5880 -2.7224 -0.1749 0.000
C -0.3274 -0.1140 3.4739 0.122
C 1.9184 6.2351 -6.2646 0.000
C -3.0281 -1.3333 6.6715 0.021
C -0.0696 -2.8795 4.8763 0.096
C 1.0537 0.7066 -3.6908 0.000
C -0.8462 -3.9103 0.6340 0.000
C 2.6126 -1.6747 1.5797 0.028
H 3.2092 -1.2947 0.7636 0.001
H -1.0402 -1.8375 0.2729 0.000
H -0.0443 0.8708 -1.7995 0.000
H 2.0642 7.0709 -5.5802 0.000
H 3.4256 -3.6813 1.8573 0.004
H -2.5502 -1.4462 -2.0250 0.000
H 0.6894 4.4954 -6.4815 0.000
H 0.8006 1.6642 -4.1459 0.000
H 1.9473 0.3699 -4.2163 0.000
H -2.4200 1.2524 4.7467 0.001
H 0.4988 -2.6400 -0.1791 0.000
H 1.6602 0.2575 1.6584 0.002
H -1.9722 -3.3063 6.6978 0.001
H -3.8775 0.6222 6.3005 0.001
H 1.8482 6.6239 -7.2804 0.000
H -2.4974 -2.7879 -3.0316 0.000
H 0.3887 6.1835 -3.9356 0.000
H 1.4452 1.7478 -1.8229 0.000
H 2.8055 5.6621 -5.9943 0.000
H -0.7557 -3.9353 -2.0324 0.000
H -3.1816 -2.9770 -1.3909 0.000
H -3.7285 -1.5317 7.4693 0.001
H -0.4198 -2.3767 -2.4260 0.000
H -0.2223 6.0311 -6.3202 0.000
H -0.6097 4.9284 -4.0680 0.000
H 1.8173 -4.3287 3.5575 0.000

---

(2)
20
Properties=species:S:1:pos:R:3:lowdin_spin:R:1 method="wB97M-V/def2-TZVPD" total_charge=+1 molar_mass_g_mol=128.1 relative_energy_kj_mol=12.51 s2=0.77 multiplicity=2 orbital_gap_ev="10.651 / 5.049"
O -0.5280 -1.7033 2.8123 0.002
O -1.0758 -1.9097 0.0490 0.007
O 0.4016 -1.5523 -2.2114 0.003
O 0.9039 0.2983 1.0179 0.266
N 0.3946 1.7862 -0.5797 0.590
N -1.1155 1.3018 1.2371 -0.038
C 1.5917 1.4449 -1.3785 0.078
C 0.1011 1.1669 0.6494 0.021
H 2.1946 2.3312 -1.4668 0.029
H -0.0755 2.6692 -0.8458 0.008
H 0.4994 -2.4751 -1.9066 0.000
H -1.2354 0.9407 2.1705 -0.001
H 1.3329 1.1129 -2.3870 0.035
H -1.5137 -1.3142 0.6798 0.000
H -0.1825 -1.1995 2.0520 0.000
H -1.4380 -1.6957 -0.8180 0.000
H 1.9735 0.5746 -0.7791 0.001
H -0.6057 -2.5587 2.3768 0.000
H 0.2895 -0.9602 -1.4738 -0.001
H -1.9126 1.7421 0.8021 -0.001

---

(3)
8
Properties=species:S:1:pos:R:3:lowdin_spin:R:1 method="wB97M-V/def2-TZVPD" molar_mass_g_mol=90.0 relative_energy_kj_mol=226.17 s2=2.02 multiplicity=3 orbital_gap_ev="7.498 / 6.504"
O -0.3000 1.0647 1.5832 0.835
O 1.1415 -1.7796 1.5497 0.491
N 0.5762 -1.4711 0.5414 0.418
N -0.7763 0.7040 -1.5678 -0.029
N -0.4096 -0.2862 -0.9733 0.040
N 0.1065 -0.3665 0.2205 0.233
H -0.8209 0.5466 -2.6709 0.002
H 0.4826 1.5881 1.3173 0.010